The following is a quantum chemistry calculation of C21H51CrN7O17S2V as an isolated structure, from the OMol25 dataset.

```
100
Properties=species:S:1:pos:R:3
Cr 0.061 -3.180 1.507
V -0.694 -2.648 -2.166
O 1.261 -4.707 1.887
H 0.616 -5.024 2.549
O -0.656 -3.922 -0.226
H -1.475 -4.446 -0.318
S 2.274 -4.388 -1.956
O 1.288 -3.519 -2.505
O 3.691 -4.300 -2.313
O 2.234 -4.522 -0.547
O 2.087 -5.734 -2.452
S 0.481 -0.843 0.177
O 0.082 -0.956 -1.243
O 1.208 0.347 0.600
O -0.590 -1.310 1.034
O 1.186 -2.092 0.487
C 1.954 -1.317 3.561
O 1.069 -2.156 3.213
N 2.073 -0.918 4.836
C 1.310 -1.512 5.916
C 2.841 0.221 5.264
H 2.593 -0.834 2.805
H 0.687 -2.399 5.799
H 0.548 -0.853 6.334
H 2.019 -1.879 6.658
H 3.746 0.497 4.723
H 2.150 1.013 5.555
H 3.464 -0.071 6.109
C -3.395 -0.832 2.314
O -4.452 -1.441 2.331
N -2.756 -0.420 3.429
C -1.624 0.468 3.415
C -3.187 -0.759 4.815
H -2.779 -0.688 1.413
H -1.647 1.114 4.293
H -1.566 1.101 2.531
H -0.694 -0.082 3.556
H -2.517 -0.510 5.638
H -4.084 -0.223 5.124
H -3.436 -1.818 4.884
C 0.739 -0.397 -4.092
O 0.186 -1.582 -4.185
N -0.051 0.689 -4.104
C 0.486 1.985 -3.766
C -1.466 0.698 -4.564
H 1.821 -0.340 -3.896
H 1.448 2.095 -3.266
H -0.262 2.506 -3.168
H 0.422 2.342 -4.794
H -1.760 1.306 -5.420
H -1.914 -0.293 -4.637
H -1.943 0.940 -3.614
C -3.912 -1.734 -2.118
O -2.850 -1.286 -1.754
N -4.833 -1.122 -2.873
C -6.046 -1.946 -3.103
C -5.074 0.298 -3.326
H -4.289 -2.767 -2.061
H -5.938 -3.024 -2.987
H -6.410 -1.718 -4.105
H -6.834 -1.697 -2.392
H -4.279 0.753 -3.918
H -5.998 0.286 -3.903
H -5.313 0.940 -2.478
C 2.016 2.473 2.429
O 1.812 2.540 3.662
N 1.830 3.498 1.601
C 2.308 3.434 0.262
C 1.644 4.833 2.036
H 2.381 1.588 1.886
H 1.406 3.470 -0.348
H 2.611 2.421 -0.005
H 3.032 4.162 -0.103
H 0.870 5.436 1.560
H 1.481 4.822 3.113
H 2.598 5.332 1.863
C -1.118 3.927 -0.002
O -0.995 5.131 0.076
N -1.766 3.279 -1.017
C -1.820 1.800 -1.043
C -2.468 3.997 -2.095
H -0.852 3.191 0.772
H -1.946 1.268 -0.100
H -1.014 1.435 -1.679
H -2.647 1.490 -1.682
H -3.545 3.830 -2.090
H -2.426 5.086 -2.052
H -2.050 3.740 -3.068
C 3.968 -0.171 -2.307
O 4.351 0.475 -3.304
N 4.698 -1.029 -1.588
C 4.153 -1.682 -0.395
C 5.974 -1.254 -2.082
H 2.912 -0.409 -2.110
H 3.215 -1.368 0.063
H 4.926 -1.569 0.366
H 3.924 -2.721 -0.628
H 6.202 -0.988 -3.114
H 6.613 -0.619 -1.468
H 6.424 -2.233 -1.919
```

Values from the calculation:
HOMO energy (spin up / spin down) (eV): 0.7 / 0.7
2S+1: 8
Net charge: -2
Expectation value of S²: 15.773